# 1
The ion C5H11N with charge +1 in a non-equilibrium geometry, computed with ωB97M-V/def2-TZVPD.

Last column: Löwdin charge in e.
CARTESIAN COORDINATES (ANGSTROEM)
C (1.7254, -0.6699, -1.2062)  -0.10
C (0.2948, -1.0444, -0.9184)  -0.25
C (-0.1620, -0.8422, 0.5407)  -0.10
C (-0.8750, 0.5032, 0.6839)  -0.25
C (-1.2839, 1.4461, -0.2517)  0.22
N (-1.0339, 0.9045, 1.9624)  0.22
H (2.5146, -1.0747, -0.5776)  0.08
H (1.8349, 0.4274, -1.2327)  0.08
H (2.0133, -0.8657, -2.2443)  0.09
H (-0.3002, -0.4267, -1.5927)  0.09
H (0.0022, -2.0642, -1.1886)  0.12
H (-0.8700, -1.5479, 0.9917)  0.14
H (0.6895, -0.8209, 1.2230)  0.13
H (-0.8347, 1.7309, -1.1945)  0.11
H (-1.9937, 2.2200, 0.0307)  0.11
H (-0.8221, 0.2618, 2.7179)  0.15
H (-0.8991, 1.8626, 2.2563)  0.15

For the gap between HOMO and LUMO (alpha / beta), the calculation gives 11.12 / 8.11 eV. The calculation puts the relative energy (zero: lowest compared OMol25 entry of this formula, charge and spin) at 132.0 kJ/mol. The molar mass is 85.15 g/mol. As for the spin multiplicity: 2. The total charge is +1. The value obtained for the calculated total energy is -6844.6648 eV. The maximum force is 2.64 eV Å⁻¹.

***

# 2
A cluster of 13 separate species, C81H56N2O28S in total in a non-equilibrium geometry, computed with ωB97M-V/def2-TZVPD.

Last column: Löwdin charge in e.
CARTESIAN COORDINATES (ANGSTROEM)
C (4.7663, -4.6196, 1.7896)  -0.11
S (4.0377, -3.0807, 1.2495)  0.66
O (4.3796, -2.8612, -0.1280)  -0.30
O (4.3636, -2.0277, 2.1776)  -0.32
C (2.2791, -3.3612, 1.3558)  -0.26
C (1.5184, -2.6299, 2.2435)  0.02
C (0.1398, -2.8759, 2.3252)  -0.21
N (-0.6670, -2.1608, 3.2270)  0.14
C (-0.3892, -3.8587, 1.5050)  -0.05
C (0.3952, -4.5794, 0.6147)  -0.09
C (1.7474, -4.3429, 0.5205)  0.01
C (-0.5000, -5.5665, -0.0920)  -0.36
O (-0.3256, -6.1060, -1.1341)  0.15
N (-1.6791, -5.6696, 0.7411)  0.15
C (-1.7835, -4.3734, 1.3674)  -0.36
O (-2.8116, -3.8404, 1.6417)  0.14
H (3.9611, -5.3220, 1.9831)  0.06
H (5.3846, -5.0296, 1.0003)  0.07
H (5.2947, -4.4337, 2.7169)  0.07
H (1.9786, -1.8785, 2.8640)  0.11
H (-1.6050, -2.0825, 2.8470)  0.09
H (-0.2910, -1.2241, 3.3230)  0.09
H (2.3617, -4.9169, -0.1600)  0.13
H (-1.4376, -6.3316, 1.4777)  0.11
C (2.3666, 2.5883, 0.6677)  0.02
C (3.4011, 3.3992, 0.8644)  0.03
C (4.5051, 3.0161, 1.7794)  -0.35
O (5.4519, 3.7601, 1.9588)  0.08
C (4.4218, 1.7008, 2.4605)  0.05
C (3.3802, 0.8956, 2.2586)  0.03
C (2.2753, 1.2760, 1.3519)  -0.37
O (1.3255, 0.5392, 1.1640)  0.09
H (1.5475, 2.8442, 0.0054)  0.10
H (3.4888, 4.3605, 0.3732)  0.12
H (5.2534, 1.4401, 3.1165)  0.09
H (3.2960, -0.0691, 2.7353)  0.09
C (1.3257, 1.7686, -2.7003)  -0.01
C (2.0936, 1.0851, -3.5443)  0.03
C (2.6179, 1.7119, -4.7855)  -0.38
O (3.3148, 1.0882, -5.5560)  0.11
C (2.2537, 3.1277, -5.0418)  0.03
C (1.4868, 3.8138, -4.1964)  0.03
C (0.9651, 3.1833, -2.9595)  -0.38
O (0.2654, 3.7998, -2.1795)  0.09
H (0.9318, 1.3295, -1.7906)  0.10
H (2.3707, 0.0520, -3.3722)  0.13
H (2.6476, 3.5656, -5.9502)  0.12
H (1.2097, 4.8497, -4.3686)  0.08
C (-2.9409, -6.9071, 4.8447)  0.03
C (-3.0026, -7.2901, 6.1174)  0.03
C (-2.8282, -8.7130, 6.5027)  -0.38
O (-2.8848, -9.0664, 7.6600)  0.11
C (-2.5817, -9.6938, 5.4125)  0.02
C (-2.5212, -9.3107, 4.1402)  0.02
C (-2.6945, -7.8876, 3.7617)  -0.36
O (-2.6394, -7.5331, 2.5986)  0.08
H (-3.0694, -5.8740, 4.5448)  0.10
H (-3.1823, -6.5902, 6.9232)  0.13
H (-2.4572, -10.7257, 5.7151)  0.12
H (-2.3445, -10.0071, 3.3301)  0.12
C (-1.2825, -0.1321, -3.8971)  0.01
C (-1.2568, -0.4877, -2.6162)  0.01
C (-0.9942, -1.8909, -2.2142)  -0.36
O (-0.9723, -2.2114, -1.0445)  0.12
C (-0.7595, -2.8845, -3.2910)  0.04
C (-0.7842, -2.5280, -4.5729)  0.03
C (-1.0468, -1.1234, -4.9776)  -0.38
O (-1.0677, -0.7954, -6.1438)  0.11
H (-1.4727, 0.8859, -4.2138)  0.12
H (-1.4243, 0.2187, -1.8122)  0.12
H (-0.5689, -3.9030, -2.9733)  0.12
H (-0.6158, -3.2348, -5.3752)  0.12
C (8.1118, 2.8899, 3.2198)  0.03
C (9.1520, 3.7002, 3.4065)  0.03
C (10.2748, 3.3206, 4.2980)  -0.38
O (11.2237, 4.0561, 4.4715)  0.10
C (10.1953, 2.0002, 4.9776)  0.02
C (9.1560, 1.1908, 4.7920)  0.02
C (8.0365, 1.5745, 3.8964)  -0.36
O (7.0891, 0.8308, 3.7216)  0.08
H (7.2769, 3.1525, 2.5704)  0.09
H (9.2216, 4.6639, 2.9193)  0.09
H (11.0245, 1.7420, 5.6242)  0.12
H (9.0771, 0.2253, 5.2759)  0.12
C (-7.4578, -2.7293, 5.4008)  0.01
C (-6.3069, -3.2890, 5.7604)  0.02
C (-5.1898, -3.4332, 4.7966)  -0.36
O (-4.1399, -3.9483, 5.1266)  0.08
C (-5.4006, -2.9312, 3.4152)  0.03
C (-6.5543, -2.3721, 3.0574)  0.03
C (-7.6729, -2.2268, 4.0213)  -0.39
O (-8.7256, -1.7198, 3.6948)  0.10
H (-8.2880, -2.6190, 6.0862)  0.12
H (-6.1324, -3.6660, 6.7600)  0.12
H (-4.5732, -3.0475, 2.7269)  0.09
H (-6.7323, -2.0010, 2.0560)  0.12
C (-10.2683, -5.4055, 3.4911)  0.02
C (-10.6720, -5.7445, 2.2712)  0.01
C (-10.0108, -6.8352, 1.5167)  -0.40
O (-10.3792, -7.1438, 0.4001)  0.08
C (-8.8806, -7.5366, 2.1729)  0.03
C (-8.4773, -7.2001, 3.3946)  0.03
C (-9.1417, -6.1083, 4.1503)  -0.38
O (-8.7717, -5.8002, 5.2634)  0.10
H (-10.7368, -4.6116, 4.0583)  0.13
H (-11.4944, -5.2469, 1.7732)  0.13
H (-8.4111, -8.3286, 1.6032)  0.12
H (-7.6549, -7.6978, 3.8928)  0.12
C (8.2967, 4.6453, -1.6944)  0.03
C (8.8099, 4.7632, -0.4735)  0.03
C (8.7713, 6.0548, 0.2537)  -0.35
O (9.2428, 6.1490, 1.3731)  0.06
C (8.1409, 7.2106, -0.4231)  0.03
C (7.6276, 7.0926, -1.6451)  0.03
C (7.6633, 5.8026, -2.3774)  -0.38
O (7.1931, 5.6935, -3.4888)  0.11
H (8.3130, 3.7130, -2.2444)  0.12
H (9.2745, 3.9330, 0.0442)  0.12
H (8.1275, 8.1420, 0.1255)  0.11
H (7.1633, 7.9237, -2.1601)  0.12
C (-3.0026, 7.4014, -5.0061)  0.02
C (-1.8151, 6.9889, -4.5713)  0.03
C (-0.6363, 6.9667, -5.4709)  -0.36
O (0.4466, 6.5864, -5.0711)  0.08
C (-0.8240, 7.4193, -6.8692)  0.03
C (-2.0113, 7.8317, -7.3049)  0.03
C (-3.1942, 7.8566, -6.4074)  -0.38
O (-4.2759, 8.2334, -6.8024)  0.11
H (-3.8778, 7.4262, -4.3694)  0.12
H (-1.6507, 6.6523, -3.5550)  0.12
H (0.0494, 7.3970, -7.5072)  0.11
H (-2.1692, 8.1670, -8.3204)  0.11
C (-12.8522, -8.7275, 1.6544)  0.03
C (-13.6286, -9.3900, 0.8010)  0.03
C (-14.9644, -9.8947, 1.2067)  -0.39
O (-15.6726, -10.4999, 0.4318)  0.11
C (-15.4014, -9.6310, 2.6020)  0.02
C (-14.6248, -8.9696, 3.4557)  0.02
C (-13.2900, -8.4666, 3.0470)  -0.37
O (-12.5798, -7.8632, 3.8253)  0.10
H (-11.8786, -8.3520, 1.3764)  0.08
H (-13.3282, -9.5912, -0.2195)  0.13
H (-16.3785, -10.0071, 2.8770)  0.12
H (-14.9229, -8.7680, 4.4768)  0.12
C (-1.5715, 7.1385, -11.6799)  0.02
C (-1.8318, 6.0668, -12.4234)  0.03
C (-1.1357, 4.7764, -12.1855)  -0.38
O (-1.3704, 3.8011, -12.8632)  0.12
C (-0.1395, 4.7288, -11.0843)  0.03
C (0.1197, 5.8015, -10.3416)  0.02
C (-0.5768, 7.0892, -10.5811)  -0.38
O (-0.3435, 8.0687, -9.9012)  0.08
H (-2.0665, 8.0885, -11.8363)  0.12
H (-2.5542, 6.0804, -13.2294)  0.12
H (0.3560, 3.7793, -10.9269)  0.12
H (0.8430, 5.7875, -9.5359)  0.12
C (11.7917, 8.5043, 3.3554)  0.03
C (10.9587, 8.5342, 2.3161)  0.03
C (10.6986, 9.8006, 1.5884)  -0.37
O (9.9387, 9.8436, 0.6408)  0.09
C (11.3971, 11.0243, 2.0554)  0.02
C (12.2277, 10.9903, 3.0929)  0.02
C (12.4913, 9.7252, 3.8257)  -0.39
O (13.2507, 9.6970, 4.7701)  0.11
H (11.9977, 7.5928, 3.9036)  0.12
H (10.4417, 7.6400, 1.9672)  0.09
H (11.1901, 11.9344, 1.5064)  0.12
H (12.7470, 11.8701, 3.4512)  0.12

For the gap between HOMO and LUMO, the calculation gives 7.43 eV. The calculation puts the relative energy (zero: lowest compared OMol25 entry of this formula, charge and spin) at 0.0 kJ/mol. The molar mass is 1537.39 g/mol. The total charge is 0. The value obtained for the calculated total energy is -156036.6958 eV. The maximum force is 1.31 eV Å⁻¹.

***

# 3
A cluster of 4 separate species, C20H61N11O3P4 in total in a non-equilibrium geometry, computed with ωB97M-V/def2-TZVPD.

Last column: Löwdin charge in e.
CARTESIAN COORDINATES (ANGSTROEM)
C (3.7189, 4.7785, -1.8170)  -0.14
N (2.8800, 5.5714, -0.9517)  -0.34
C (2.8610, 6.9573, -1.4316)  -0.13
P (2.3557, 5.3748, 0.6463)  0.82
O (0.8999, 5.6491, 0.1960)  -0.30
N (1.9264, 3.7647, 1.1017)  -0.30
C (2.4228, 2.5038, 0.5878)  -0.13
C (0.5091, 3.5427, 1.4552)  -0.15
N (4.0293, 5.0594, 1.1640)  -0.33
C (4.6954, 6.3017, 1.5700)  -0.16
C (5.0481, 4.1202, 0.7440)  -0.15
H (4.7622, 5.1072, -1.7787)  0.07
H (3.3969, 4.8689, -2.8625)  0.09
H (3.6848, 3.7132, -1.6129)  0.05
H (3.6789, 7.5332, -0.9893)  0.06
H (1.9213, 7.4555, -1.1730)  0.07
H (2.9490, 7.0265, -2.5223)  0.08
H (2.6263, 2.5265, -0.4794)  0.06
H (1.7174, 1.6709, 0.7164)  0.07
H (3.2976, 2.1787, 1.1561)  0.07
H (-0.1135, 3.4187, 0.5607)  0.08
H (0.1070, 4.3689, 2.0532)  0.07
H (0.3786, 2.6488, 2.0811)  0.08
H (5.1144, 6.8230, 0.7008)  0.07
H (5.5155, 6.1084, 2.2771)  0.08
H (3.9970, 6.9802, 2.0662)  0.07
H (5.8018, 4.5876, 0.0995)  0.08
H (4.6997, 3.2426, 0.2112)  0.05
H (5.5768, 3.7442, 1.6299)  0.09
C (-2.2588, 1.0240, -2.1608)  -0.13
N (-1.4553, 0.2743, -1.2261)  -0.33
C (-0.1190, 0.0658, -1.7937)  -0.13
P (-1.8400, -0.7567, 0.0608)  0.82
O (-0.8637, 0.0267, 0.9722)  -0.30
N (-3.1735, -0.2648, 1.0426)  -0.30
C (-4.3322, 0.5281, 0.6839)  -0.14
C (-2.8619, 0.0635, 2.4491)  -0.16
N (-2.9623, -1.6572, -0.9869)  -0.33
C (-2.2822, -2.7805, -1.6406)  -0.15
C (-4.0900, -1.2744, -1.8104)  -0.15
H (-2.4270, 0.4649, -3.0867)  0.08
H (-1.7587, 1.9596, -2.4426)  0.08
H (-3.2203, 1.3372, -1.7672)  0.05
H (-0.0886, -0.8502, -2.3905)  0.06
H (0.6384, -0.0199, -1.0082)  0.06
H (0.2016, 0.8972, -2.4325)  0.08
H (-4.1072, 1.3183, -0.0274)  0.07
H (-4.7882, 1.0477, 1.5382)  0.08
H (-5.1387, -0.1162, 0.3255)  0.07
H (-2.4609, 1.0799, 2.5451)  0.08
H (-2.1414, -0.6420, 2.8792)  0.07
H (-3.7498, -0.0089, 3.0927)  0.08
H (-1.7717, -2.4510, -2.5536)  0.07
H (-2.9896, -3.5765, -1.9163)  0.08
H (-1.5361, -3.2290, -0.9799)  0.05
H (-3.8292, -1.2283, -2.8742)  0.08
H (-4.5550, -0.3241, -1.5736)  0.05
H (-4.8808, -2.0297, -1.7097)  0.09
C (1.9266, -5.7884, 2.6251)  -0.13
N (0.9095, -5.7164, 1.6045)  -0.33
C (0.2183, -4.4261, 1.6990)  -0.13
P (0.0783, -6.8945, 0.7165)  0.82
O (0.4127, -6.1359, -0.5912)  -0.28
N (1.0223, -8.2429, 0.1925)  -0.30
C (2.2038, -8.8247, 0.7971)  -0.14
C (1.1800, -8.4005, -1.2682)  -0.16
N (-0.3061, -7.7665, 2.2199)  -0.33
C (-1.5910, -7.3216, 2.7701)  -0.16
C (0.4934, -8.2856, 3.3097)  -0.15
H (1.4918, -5.7715, 3.6294)  0.08
H (2.6062, -4.9289, 2.5600)  0.09
H (2.5751, -6.6548, 2.5442)  0.05
H (-0.6285, -4.4882, 2.3885)  0.07
H (-0.1647, -4.1072, 0.7246)  0.05
H (0.8769, -3.6199, 2.0430)  0.08
H (2.8621, -8.0869, 1.2478)  0.06
H (2.8415, -9.3629, 0.0819)  0.08
H (1.9225, -9.6013, 1.5125)  0.07
H (1.9648, -7.7426, -1.6609)  0.08
H (0.2450, -8.1914, -1.8010)  0.07
H (1.4391, -9.4326, -1.5429)  0.08
H (-1.4634, -6.4211, 3.3829)  0.07
H (-2.0518, -8.0973, 3.3993)  0.08
H (-2.3026, -7.0899, 1.9737)  0.07
H (0.4571, -7.6393, 4.1944)  0.08
H (1.5445, -8.4465, 3.0980)  0.05
H (0.0948, -9.2627, 3.6136)  0.09
H (-1.3004, 9.1149, -2.8598)  0.04
N (-1.2465, 8.1273, -3.2535)  0.01
C (-1.9511, 7.3149, -2.3993)  -0.28
C (-2.1607, 5.6796, -2.5876)  -0.41
P (-4.0426, 5.3839, -2.9439)  0.73
N (-5.0657, 6.5903, -2.1205)  -0.32
H (-2.4791, 7.7881, -1.4391)  0.11
H (-1.5755, 5.3482, -3.5680)  0.09
H (-1.7837, 5.0824, -1.6270)  0.08
H (-4.1704, 5.6663, -4.3738)  -0.09
H (-5.9808, 6.5743, -2.6571)  0.03
H (-4.7178, 7.5736, -2.2417)  0.01

For the gap between HOMO and LUMO, the calculation gives 5.64 eV. Its structure (SMILES) is CN(C)P(=O)(N(C)C)N(C)C.CN(C)P(=O)(N(C)C)N(C)C.CN(C)P(=O)(N(C)C)N(C)C.[H]/N=C/CPN. The molar mass is 627.68 g/mol. The total charge is 0. The value obtained for the calculated total energy is -81402.2673 eV. The maximum force is 9.56 eV Å⁻¹.

***

# 4
A cluster of 10 separate species, C7H27NO9 in total in a non-equilibrium geometry, computed with ωB97M-V/def2-TZVPD.

Last column: Löwdin charge in e.
CARTESIAN COORDINATES (ANGSTROEM)
C (1.9877, 1.2106, 0.1397)  -0.09
N (0.9724, 1.4374, -0.7676)  0.14
C (-0.1629, 0.6737, -1.1002)  -0.18
C (-0.3127, -0.6424, -0.7464)  -0.01
C (-1.3908, -1.5065, -1.0553)  -0.01
C (-2.3501, -0.8771, -1.8519)  -0.02
C (-2.2897, 0.4921, -2.2323)  -0.05
C (-1.2259, 1.2910, -1.8683)  -0.01
H (1.8361, 0.3668, 0.8714)  0.10
H (2.2432, 2.0007, 0.8839)  0.12
H (2.9146, 0.9255, -0.2968)  0.08
H (0.8079, 2.4660, -0.8365)  0.17
H (0.5257, -0.9926, -0.1036)  0.12
H (-1.5728, -2.5439, -0.7505)  0.14
H (-3.2371, -1.3979, -2.2190)  0.13
H (-2.9470, 1.0297, -2.8966)  0.13
H (-1.0673, 2.2986, -2.2506)  0.13
H (-1.7381, 3.7030, 1.1126)  0.09
H (-1.5684, 3.4634, -0.4520)  0.00
O (-1.3878, 4.0904, 0.2423)  -0.07
H (-0.2635, -1.4848, -3.8045)  -0.03
H (0.6080, -2.2429, -2.9626)  0.03
O (0.4599, -2.0399, -3.9178)  -0.02
H (3.1971, -1.8394, -1.5457)  -0.04
H (3.6983, -0.6814, -0.6867)  0.09
O (4.0205, -1.5570, -1.2235)  -0.07
H (1.2652, -2.9448, 2.6065)  0.01
H (-0.1704, -2.6483, 2.7838)  -0.03
O (0.4037, -3.3235, 2.5116)  -0.01
H (-0.0013, 3.6627, 1.0905)  -0.01
H (0.5405, 3.3168, 2.4655)  0.04
O (0.6829, 3.1522, 1.5523)  -0.06
H (1.0330, -3.5467, 0.2390)  -0.04
H (0.9048, -4.1133, -1.1392)  0.11
O (1.0342, -3.2618, -0.6165)  -0.03
H (-2.7176, 1.2106, 0.0511)  -0.02
H (-3.6328, 2.0764, 0.7026)  0.21
O (-2.5490, 1.7856, 0.7944)  -0.11
H (2.5127, -0.4166, 3.6231)  -0.03
H (1.2222, -0.3905, 3.0131)  0.03
O (2.1330, -0.6752, 2.8889)  0.03
H (-1.9252, -0.7236, 3.2416)  0.13
H (-1.3979, -0.2031, 1.8592)  -0.02
O (-1.0955, -0.5999, 2.6509)  -0.05

For the gap between HOMO and LUMO (alpha / beta), the calculation gives 10.05 / 6.54 eV. The calculation puts the relative energy (zero: lowest compared OMol25 entry of this formula, charge and spin) at 0.0 kJ/mol. The molar mass is 269.29 g/mol. As for the spin multiplicity: 2. The total charge is +1. The value obtained for the calculated total energy is -27604.7844 eV. The maximum force is 7.15 eV Å⁻¹.